Entry 1:
A 10-piece molecular cluster, C51H52Br3N7O20 overall in a non-equilibrium geometry, computed with ωB97M-V/def2-TZVPD.

Each line ends with the Löwdin charge.
Atoms and positions in Å:
O1 5.482 0.839 -5.489  0.053
N1 4.975 0.137 -6.387  -0.332
O2 3.811 -0.234 -6.358  0.073
C1 5.780 -0.190 -7.582  -0.131
C2 7.185 -0.245 -7.457  0.003
C3 7.922 -0.431 -8.595  -0.086
C4 7.314 -0.618 -9.804  -0.083
C5 5.955 -0.816 -9.898  -0.061
C6 5.188 -0.611 -8.757  -0.010
H1 7.683 0.028 -6.539  0.119
H2 8.995 -0.499 -8.497  0.114
H3 7.968 -0.541 -10.660  0.111
H4 5.436 -0.970 -10.832  0.110
H5 4.136 -0.597 -9.000  0.120
O3 -6.931 -4.854 -5.454  0.070
N2 -6.331 -4.086 -6.179  -0.350
O4 -6.713 -3.526 -7.205  0.068
C7 -4.972 -3.786 -5.662  -0.117
C8 -4.483 -4.395 -4.448  0.018
C9 -3.196 -4.044 -4.083  -0.075
C10 -2.468 -3.138 -4.834  -0.095
C11 -2.882 -2.596 -6.010  -0.067
C12 -4.189 -2.902 -6.396  -0.011
H6 -5.074 -5.076 -3.854  0.114
H7 -2.796 -4.637 -3.273  0.111
H8 -1.460 -3.004 -4.471  0.107
H9 -2.253 -2.021 -6.674  0.111
H10 -4.490 -2.409 -7.309  0.115
O5 4.449 2.141 1.537  0.049
N3 3.749 1.588 2.388  -0.354
O6 4.081 1.586 3.536  0.089
C13 2.512 0.869 1.973  -0.114
C14 2.191 0.838 0.636  -0.012
C15 1.018 0.184 0.212  -0.031
C16 0.271 -0.547 1.165  -0.069
C17 0.573 -0.462 2.471  -0.119
C18 1.640 0.221 2.899  -0.007
H11 2.801 1.407 -0.050  0.116
H12 0.868 0.160 -0.857  0.103
H13 -0.661 -1.035 0.921  0.111
H14 0.004 -1.036 3.188  0.119
H15 1.837 0.229 3.961  0.119
O7 -3.690 -7.816 1.392  0.066
N4 -3.155 -7.456 2.448  -0.336
O8 -2.359 -6.523 2.558  0.069
C19 -3.366 -8.288 3.642  -0.138
C20 -3.117 -7.739 4.948  0.007
C21 -3.363 -8.455 6.135  -0.068
C22 -4.006 -9.704 6.078  -0.075
C23 -4.200 -10.248 4.813  -0.062
C24 -3.968 -9.540 3.582  0.011
H16 -2.748 -6.727 5.034  0.107
H17 -3.039 -8.067 7.090  0.103
H18 -4.232 -10.163 7.029  0.105
H19 -4.676 -11.218 4.799  0.098
H20 -4.256 -9.982 2.640  0.113
O9 -7.279 -2.107 -0.696  0.064
N5 -7.297 -0.952 -1.153  -0.315
O10 -6.467 -0.094 -0.785  0.052
C25 -8.300 -0.635 -2.160  -0.150
C26 -9.070 -1.563 -2.773  -0.035
C27 -10.008 -1.247 -3.723  -0.064
C28 -10.306 0.091 -4.043  -0.051
C29 -9.554 1.081 -3.396  -0.067
C30 -8.519 0.732 -2.511  0.018
H21 -9.119 -2.612 -2.521  0.125
H22 -10.583 -2.041 -4.176  0.108
H23 -11.031 0.417 -4.774  0.104
H24 -9.723 2.121 -3.635  0.102
H25 -7.809 1.477 -2.183  0.111
O11 -0.884 -2.631 8.280  0.086
N6 -1.320 -2.582 9.405  -0.347
O12 -0.983 -3.386 10.295  0.049
C31 -2.362 -1.579 9.783  -0.097
C32 -3.313 -1.859 10.822  0.012
C33 -4.286 -0.882 11.172  -0.057
C34 -4.363 0.302 10.435  -0.081
C35 -3.406 0.600 9.493  -0.100
C36 -2.433 -0.295 9.162  -0.014
H26 -3.334 -2.805 11.342  0.109
H27 -4.916 -1.127 12.014  0.103
H28 -5.271 0.884 10.494  0.108
H29 -3.548 1.555 9.009  0.112
H30 -1.783 0.108 8.399  0.117
O13 7.351 12.271 -2.387  0.084
N7 7.454 11.679 -3.425  -0.379
O14 7.666 12.259 -4.457  0.085
C37 7.254 10.229 -3.413  -0.127
C38 7.334 9.458 -4.618  -0.012
C39 7.380 8.103 -4.569  -0.069
C40 7.097 7.424 -3.342  -0.059
C41 6.922 8.164 -2.196  -0.068
C42 6.977 9.570 -2.235  0.000
H31 7.616 9.967 -5.528  0.113
H32 7.582 7.559 -5.480  0.105
H33 6.999 6.349 -3.374  0.104
H34 6.722 7.556 -1.326  0.106
H35 6.879 10.091 -1.294  0.118
C43 11.108 3.651 -1.641  -0.056
C44 10.912 3.084 -3.096  -0.192
O15 11.206 4.073 -4.097  0.022
C45 11.823 3.833 -5.266  -0.540
O16 12.402 2.773 -5.512  0.098
O17 11.548 4.859 -6.095  0.002
C46 11.945 4.793 -7.456  -0.053
H36 12.156 3.682 -1.342  0.071
H37 10.498 3.071 -0.949  0.072
H38 10.746 4.678 -1.590  0.067
H39 9.926 2.624 -3.164  0.117
H40 11.552 2.203 -3.144  0.112
H41 11.888 3.800 -7.901  0.092
H42 12.938 5.162 -7.713  0.095
H43 11.201 5.382 -7.993  0.093
C47 -12.828 -2.209 7.231  -0.078
C48 -11.799 -1.633 6.280  -0.223
O18 -10.483 -1.949 6.743  0.022
C49 -9.467 -1.803 5.853  -0.519
O19 -9.644 -1.410 4.646  0.049
O20 -8.354 -2.166 6.428  0.021
C50 -7.133 -2.255 5.751  -0.049
H44 -13.788 -2.200 6.716  0.078
H45 -12.940 -1.710 8.194  0.074
H46 -12.592 -3.238 7.504  0.078
H47 -11.932 -0.553 6.350  0.128
H48 -12.001 -2.042 5.290  0.126
H49 -6.536 -1.346 5.825  0.099
H50 -7.172 -2.535 4.698  0.099
H51 -6.573 -3.084 6.182  0.094
Br1 7.072 7.715 4.951  0.485
C51 8.491 6.266 4.928  -1.454
Br2 8.716 5.136 6.542  0.535
Br3 10.224 7.120 4.310  0.473
H52 8.176 5.581 4.141  -0.039

Values from the calculation:
SMILES ... O=[N+]([O-])c1ccccc1.O=[N+]([O-])c1ccccc1.O=[N+]([O-])c1ccccc1.O=[N+]([O-])c1ccccc1.O=[N+]([O-])c1ccccc1.O=[N+]([O-])c1ccccc1.O=[N+]([O-])c1ccccc1.CCOC(=O)OC.CCOC(=O)OC.BrC(Br)Br
Electronic energy ... -315214.61545 eV



Entry 2:
An isolated molecule of C3H4N2O, computed with ωB97M-V/def2-TZVPD.

Each line ends with the natural charge from an NBO analysis.
Atoms and positions in Å:
C1 -1.408 -0.328 0.013  -0.666
C2 0.070 -0.121 -0.006  0.304
C3 0.889 0.921 -0.297  -0.188
N1 2.172 0.527 -0.005  -0.191
N2 2.165 -0.654 0.428  0.086
O1 0.844 -1.118 0.434  -0.293
H1 -1.626 -1.382 0.198  0.243
H2 -1.915 -0.030 -0.913  0.239
H3 -1.839 0.284 0.821  0.240
H4 0.648 1.901 -0.676  0.226

Values from the calculation:
SMILES ... Cc1cnno1
Electronic energy ... -8201.69914 eV